Record 1
The following is a DFT calculation (ωB97M-V with the def2-TZVPD basis set) of an isolated ion of composition CH3N2O2 and charge -1 at a distorted geometry.

Results
* LUMO energy: 4.62 eV
* energy: -299.90278 Eh
* SMILES: NNC(=O)[O-]
* orbital gap: 8.3 eV
* relative energy (zero: lowest compared OMol25 entry of this formula, charge and spin): 72.09 kJ/mol

```
! wB97M-V def2-TZVPD RIJCOSX def2/J DEFGRID3
* xyz -1 1
N 1.325 0.224 -0.093
N 0.353 -0.820 0.118
C -1.205 0.044 0.054
O -2.145 -0.685 -0.207
O -0.914 1.258 0.159
H 1.371 0.082 -1.140
H 0.788 1.018 0.105
H 0.427 -1.121 1.004
*
```

Record 2
The following is a DFT calculation (ωB97M-V with the def2-TZVPD basis set) of C7H23KNO4 as an isolated structure.

Results
* LUMO energy: -2.68 eV
* energy: -1235.94920 Eh
* orbital gap: 9.7 eV

```
! wB97M-V def2-TZVPD RIJCOSX def2/J DEFGRID3
* xyz 1 1
K -0.660 -0.059 1.517
C -1.095 -3.156 -0.133
O -0.898 -1.834 -0.666
H -2.156 -3.399 -0.041
H -0.604 -3.906 -0.751
H -0.660 -3.174 0.865
H -1.401 -1.778 -1.485
C 2.199 0.044 3.637
O 1.709 -0.947 2.719
H 2.417 -0.398 4.610
H 3.121 0.503 3.270
H 1.440 0.813 3.741
H 2.443 -1.545 2.555
C -3.605 -0.772 3.867
O -2.567 -1.493 3.200
H -4.418 -0.516 3.183
H -4.028 -1.348 4.692
H -3.161 0.137 4.262
H -2.876 -2.386 3.028
C 1.858 0.133 -0.959
C 1.108 1.356 -1.423
C 1.116 1.462 -2.936
O 0.511 2.682 -3.279
C 0.435 2.878 -4.684
N -0.279 1.356 -0.876
H 1.844 0.061 0.128
H 2.887 0.127 -1.316
H 1.378 -0.765 -1.358
H 1.555 2.276 -1.042
H 0.547 0.623 -3.372
H 2.146 1.409 -3.315
H -0.024 2.014 -5.175
H 1.427 3.062 -5.103
H -0.196 3.746 -4.853
H -0.712 2.207 -1.222
H -0.802 0.585 -1.286
*
```

Record 3
The following is a DFT calculation (ωB97M-V with the def2-TZVPD basis set) of a 2-piece molecular cluster, C3H9S2 overall at a distorted geometry.

Results
* LUMO energy: 3.12 eV
* energy: -916.06272 Eh
* orbital gap: 5.3 eV
* relative energy (zero: lowest compared OMol25 entry of this formula, charge and spin): 136.16 kJ/mol

```
! wB97M-V def2-TZVPD RIJCOSX def2/J DEFGRID3
* xyz -1 1
C -2.435 -0.336 2.406
S -1.445 1.239 2.300
H -3.232 -0.258 3.153
H -2.941 -0.469 1.449
H -1.751 -1.108 2.753
C 0.875 0.664 -2.699
S 2.278 0.490 -1.502
C 1.707 -0.373 0.000
H 1.077 1.627 -3.134
H -0.027 0.408 -2.152
H 0.931 -0.190 -3.384
H 2.124 -1.373 -0.124
H 2.211 0.110 0.829
H 0.627 -0.431 0.104
*
```

Record 4
The following is a DFT calculation (ωB97M-V with the def2-TZVPD basis set) of C4H6N2O3S as an isolated structure at a distorted geometry.

Results
* LUMO energy: 0.15 eV
* energy: -889.21224 Eh
* orbital gap: 8.5 eV
* relative energy (zero: lowest compared OMol25 entry of this formula, charge and spin): 509.42 kJ/mol

```
! wB97M-V def2-TZVPD RIJCOSX def2/J DEFGRID3
* xyz 0 1
C -0.916 0.152 -0.188
C -0.037 -0.922 -0.843
C -1.411 1.151 -1.314
C 0.699 -1.665 0.166
N -0.513 1.230 -2.197
N 0.106 0.901 0.794
O 0.351 -0.909 2.799
O 2.412 -0.121 1.783
O 0.475 0.385 -2.107
S 1.092 -0.651 1.582
H -1.666 -0.267 0.369
H -0.491 -1.619 -1.598
H -2.353 1.613 -1.320
H 1.631 -2.210 0.269
H -0.309 1.642 1.444
H 0.930 1.289 0.361
*
```

Record 5
The following is a DFT calculation (ωB97M-V with the def2-TZVPD basis set) of an isolated ion of composition C10H21NO2PS and charge +1 at a distorted geometry.

Results
* LUMO energy: -4.05 eV
* energy: -1338.05464 Eh
* orbital gap: 7.5 eV

```
! wB97M-V def2-TZVPD RIJCOSX def2/J DEFGRID3
* xyz 1 1
C 3.067 -0.886 0.919
C 3.584 0.501 0.556
C 2.691 1.282 -0.376
O 2.253 0.470 -1.505
N 0.913 0.565 -1.715
C 0.329 1.306 -2.582
S -1.376 1.167 -2.525
C -1.400 -0.296 -1.373
O -1.714 -1.412 -2.159
P -2.673 -0.200 -0.013
C -2.676 -1.784 0.939
C -1.416 -2.656 0.897
C -2.247 1.150 1.163
C -2.040 2.523 0.507
C 0.068 -0.270 -0.880
H 3.576 -1.227 1.813
H 3.277 -1.622 0.152
H 2.005 -0.883 1.142
H 3.677 1.069 1.478
H 4.582 0.434 0.138
H 1.850 1.722 0.152
H 3.260 2.120 -0.768
H 0.870 1.952 -3.251
H -0.959 -2.020 -2.097
H -2.812 -1.478 1.974
H -3.563 -2.341 0.674
H -0.674 -2.324 1.614
H -1.688 -3.661 1.209
H -0.982 -2.762 -0.090
H -3.074 1.192 1.863
H -1.363 0.935 1.767
H -2.631 2.670 -0.390
H -2.342 3.291 1.208
H -0.985 2.655 0.292
H 0.061 0.062 0.154
H 0.553 -1.246 -0.889
*
```

Record 6
The following is a DFT calculation (ωB97M-V with the def2-TZVPD basis set) of a 3-piece molecular cluster, C5H12O3 overall at a distorted geometry.

Results
* LUMO energy: 0.51 eV
* energy: -423.37018 Eh
* SMILES: C=C(O)/C=C/C.O.O
* orbital gap: 9.8 eV
* relative energy (zero: lowest compared OMol25 entry of this formula, charge and spin): 219.64 kJ/mol

```
! wB97M-V def2-TZVPD RIJCOSX def2/J DEFGRID3
* xyz 0 1
C 2.631 0.146 -0.430
C 1.344 0.310 -0.710
O 0.891 1.563 -1.087
C 0.273 -0.726 -0.696
C -0.033 -1.281 0.471
C -0.986 -2.448 0.622
H 3.396 0.864 -0.613
H 2.992 -0.794 -0.055
H 1.569 2.087 -1.501
H -0.047 -0.947 -1.707
H 0.270 -0.771 1.380
H -1.797 -2.199 1.310
H -1.683 -2.533 -0.232
H -0.502 -3.418 0.743
O -2.385 0.926 -0.580
H -1.562 0.685 -1.010
H -2.162 1.289 0.297
O -0.996 2.198 1.477
H -0.213 1.905 1.003
H -1.002 3.145 1.317
*
```

Record 7
The following is a DFT calculation (ωB97M-V with the def2-TZVPD basis set) of a 2-piece molecular cluster, C4H7BrOS overall at a distorted geometry.

Results
* LUMO energy: 0.46 eV
* energy: -3203.92558 Eh
* SMILES: CCC#CBr.OS
* orbital gap: 9.6 eV
* relative energy (zero: lowest compared OMol25 entry of this formula, charge and spin): 231.88 kJ/mol

```
! wB97M-V def2-TZVPD RIJCOSX def2/J DEFGRID3
* xyz 0 1
C 1.391 1.345 -1.077
C 0.580 1.117 0.242
C 0.657 -0.302 0.608
C 0.745 -1.511 0.714
Br 0.467 -3.226 1.286
H 1.232 2.438 -1.392
H 1.003 0.714 -1.882
H 2.359 1.048 -0.791
H -0.369 1.560 0.236
H 1.154 1.568 1.093
O -2.636 -0.711 0.995
S -2.821 -1.160 -0.608
H -1.673 -0.472 1.081
H -2.090 -2.407 -0.504
*
```

Record 8
The following is a DFT calculation (ωB97M-V with the def2-TZVPD basis set) of a 2-piece molecular cluster, C4H12 overall at a distorted geometry.

Results
* LUMO energy: 1.09 eV
* energy: -159.56550 Eh
* SMILES: CC.CC
* orbital gap: 12.5 eV
* relative energy (zero: lowest compared OMol25 entry of this formula, charge and spin): 51.11 kJ/mol

```
! wB97M-V def2-TZVPD RIJCOSX def2/J DEFGRID3
* xyz 0 1
C 2.332 -0.045 -0.983
C 2.481 0.984 0.117
H 1.378 0.002 -1.535
H 3.032 0.130 -1.806
H 2.282 -1.129 -0.836
H 3.554 1.083 0.315
H 2.045 0.577 1.030
H 2.128 1.976 -0.138
C -1.997 -0.549 -0.189
C -2.809 -0.401 1.113
H -0.997 -0.115 -0.111
H -1.800 -1.548 -0.582
H -2.445 -0.002 -1.016
H -3.360 0.532 1.092
H -2.157 -0.628 1.947
H -3.591 -1.166 1.083
*
```